Below is a structure of composition C19H24ClN3O3S in a non-equilibrium geometry, with properties calculated with ωB97M-V/def2-TZVPD.

Geometry as XYZ:
```
51
Properties=species:S:1:pos:R:3
C -2.095 1.956 -2.093
C -0.768 1.585 -1.706
C -0.070 1.305 -0.454
N 1.238 1.146 -0.843
C 1.285 1.185 -2.290
C 2.657 1.203 -2.954
C 2.687 1.464 -4.347
C 3.903 0.982 -5.012
C 5.096 0.724 -4.326
C 4.982 0.670 -2.890
C 4.045 0.790 -2.111
H 3.953 0.622 -1.178
H 5.800 0.398 -2.500
Cl 6.586 0.618 -5.052
H 3.893 1.090 -6.102
H 1.826 1.616 -4.821
O 0.148 1.640 -2.831
C -0.580 1.432 0.728
H -0.133 1.976 1.515
H -1.593 1.513 0.816
S -0.048 -0.356 1.459
O -0.580 -0.188 2.864
C -1.003 -1.349 0.497
C -2.466 -0.854 0.577
O -3.086 -0.774 -0.377
N -3.127 -1.350 1.787
C -4.572 -0.906 1.999
H -4.392 0.007 2.496
C -4.802 -1.710 3.251
N -3.817 -1.827 4.286
C -3.427 -0.749 5.028
C -2.505 -1.215 5.948
H -2.484 -0.457 6.954
H -1.578 -1.090 5.496
C -2.963 -2.513 6.316
H -1.968 -3.269 6.530
H -3.427 -2.763 7.322
C -3.915 -2.667 5.399
H -3.743 -3.893 4.883
H -4.801 -2.807 5.729
H -3.158 0.236 4.376
H -4.237 -0.022 5.472
H -5.747 -1.398 3.632
H -5.080 -2.781 2.824
H -4.985 -1.180 1.185
H -2.636 -1.571 2.568
H -1.041 -2.329 0.746
H -0.924 -1.161 -0.584
H -2.671 0.986 -1.697
H -2.243 2.908 -1.804
H -2.165 1.825 -3.212
```

The total charge is 0. The highest occupied orbital energy comes out at -0.275 Eh. As for the LUMO energy: -0.23 eV. The calculation puts the energy relative to the best compared isomer or geometry (same formula, charge and spin) at 1699.76 kJ/mol.

Here are the Mulliken charges for atoms 1 to 5, given in e:
1 C -1.318
2 C 0.941
3 C 0.554
4 N -0.524
5 C 0.259

***

Below is an isolated molecule of C21H24N2O4, with properties calculated with ωB97M-V/def2-TZVPD.

Geometry as XYZ:
```
51
Properties=species:S:1:pos:R:3
C -4.032 2.919 -4.144
O -3.593 3.507 -2.941
C -2.722 2.866 -2.108
C -2.375 3.603 -0.981
C -1.506 3.116 -0.024
C -0.959 1.855 -0.175
C 0.008 1.269 0.813
C 1.438 1.306 0.259
N 2.267 0.217 0.772
C 2.684 0.303 2.088
O 2.370 1.239 2.782
C 3.607 -0.801 2.577
N 3.535 -2.060 1.876
C 2.497 -2.978 2.326
C 1.071 -2.552 2.074
C 0.362 -1.846 3.039
C -0.952 -1.474 2.815
C -1.572 -1.795 1.618
C -0.870 -2.491 0.648
C 0.441 -2.870 0.876
C 3.574 -1.833 0.452
C 2.555 -0.837 -0.075
O 2.073 -0.915 -1.180
C -1.298 1.108 -1.296
C -2.165 1.583 -2.269
O -2.504 0.848 -3.381
C -1.940 -0.430 -3.539
H -4.587 1.995 -3.965
H -4.694 3.658 -4.595
H -3.201 2.714 -4.822
H -2.816 4.583 -0.881
H -1.260 3.718 0.837
H -0.032 1.802 1.763
H -0.260 0.228 0.994
H 1.924 2.247 0.524
H 1.421 1.194 -0.826
H 3.429 -0.950 3.643
H 4.630 -0.411 2.468
H 2.688 -3.930 1.822
H 2.654 -3.126 3.398
H 0.836 -1.595 3.977
H -1.493 -0.930 3.575
H -2.596 -1.501 1.442
H -1.346 -2.748 -0.287
H 0.973 -3.429 0.120
H 3.452 -2.775 -0.084
H 4.565 -1.430 0.198
H -0.858 0.129 -1.399
H -2.330 -0.803 -4.485
H -0.848 -0.391 -3.587
H -2.244 -1.106 -2.732
```

The total charge is 0. The highest occupied orbital energy comes out at -0.287 Eh. As for the LUMO energy: 0.69 eV. The calculation puts the energy relative to the best compared isomer or geometry (same formula, charge and spin) at 257.47 kJ/mol.

Here are the Mulliken charges for atoms 1 to 5, given in e:
1 C -0.699
2 O -0.485
3 C 0.459
4 C -0.701
5 C -0.785

***

Below is a cluster of 6 separate species, C27H42BN2O17 in total in a non-equilibrium geometry, with properties calculated with ωB97M-V/def2-TZVPD.

Geometry as XYZ:
```
89
Properties=species:S:1:pos:R:3
C 5.534 0.079 2.527
C 4.118 -0.448 2.441
O 3.187 0.653 2.376
C 1.914 0.393 2.567
C 1.320 -0.855 2.541
C -0.033 -0.853 2.802
N -0.708 0.246 3.056
B -2.215 0.158 3.422
C -3.350 0.287 2.384
O -2.487 -0.069 4.704
N -0.190 1.475 3.046
C 1.083 1.501 2.799
H 5.562 0.962 3.152
H 6.142 -0.693 2.982
H 5.931 0.300 1.547
H 3.941 -1.089 3.300
H 4.042 -1.059 1.555
H 1.869 -1.759 2.365
H -0.570 -1.788 2.811
H -3.844 -0.674 2.264
H -3.049 0.629 1.409
H -4.105 0.971 2.765
H -1.713 -0.424 5.166
H 1.543 2.475 2.785
C 0.205 -1.090 -2.911
C 0.858 -1.831 -1.787
C 2.259 -1.371 -1.490
O 2.846 -2.554 -0.911
C 2.188 -3.628 -1.439
O 2.541 -4.752 -1.321
O 1.080 -3.224 -2.103
H -0.752 -1.526 -3.144
H 0.061 -0.043 -2.652
H 0.804 -1.142 -3.820
H 0.224 -1.793 -0.894
H 2.289 -0.543 -0.786
H 2.820 -1.099 -2.383
C -4.174 -0.071 -7.232
C -2.692 0.197 -7.159
C -1.865 -0.948 -6.627
O -0.738 -0.271 -6.054
C -1.165 0.968 -5.685
O -0.548 1.720 -5.007
O -2.394 1.224 -6.196
H -4.711 0.830 -7.527
H -4.388 -0.858 -7.955
H -4.561 -0.370 -6.257
H -2.321 0.533 -8.131
H -1.542 -1.637 -7.404
H -2.371 -1.507 -5.836
C -5.421 -3.653 -0.753
C -4.595 -2.521 -1.307
C -3.412 -2.947 -2.144
O -2.505 -1.842 -1.959
C -2.778 -1.305 -0.750
O -2.076 -0.517 -0.186
O -3.932 -1.787 -0.252
H -6.188 -3.272 -0.080
H -5.904 -4.205 -1.557
H -4.800 -4.340 -0.175
H -5.231 -1.819 -1.850
H -3.657 -3.070 -3.196
H -2.930 -3.856 -1.779
C 1.365 5.537 -2.590
C 2.356 4.401 -2.633
C 3.198 4.341 -3.885
O 3.495 2.940 -3.977
C 2.483 2.274 -3.376
O 2.311 1.100 -3.446
O 1.687 3.126 -2.686
H 0.729 5.456 -1.709
H 1.881 6.497 -2.562
H 0.711 5.511 -3.461
H 2.984 4.412 -1.737
H 4.113 4.924 -3.815
H 2.648 4.637 -4.780
C 2.423 1.005 8.839
C 1.695 0.223 7.776
C 0.531 0.948 7.142
O -0.318 -0.143 6.744
C -0.066 -1.184 7.597
O -0.730 -2.160 7.663
O 1.037 -0.931 8.334
H 3.179 0.385 9.317
H 2.909 1.881 8.409
H 1.734 1.330 9.619
H 2.401 -0.132 7.017
H 0.817 1.549 6.281
H -0.018 1.573 7.848
```

The total charge is +1. The highest occupied orbital energy comes out at -0.460 Eh. As for the LUMO energy: -3.67 eV.

Here are the Mulliken charges for atoms 1 to 5, given in e:
1 C -1.375
2 C -0.168
3 O -0.412
4 C 0.891
5 C -0.405

***

Below is an isolated molecule of C3H9N5 in a non-equilibrium geometry, with properties calculated with ωB97M-V/def2-TZVPD.

Geometry as XYZ:
```
17
Properties=species:S:1:pos:R:3
H 1.584 0.874 -2.182
N 1.491 1.003 -1.177
C 0.754 0.115 -0.618
N -0.378 -0.641 -1.266
N -0.504 -0.581 -2.671
C 0.552 -0.009 0.790
N 0.995 1.082 1.640
C -0.846 -0.017 1.192
N -1.278 -0.884 2.090
H -0.476 -1.598 -0.958
H -0.939 0.297 -2.934
H 0.414 -0.622 -3.111
H 1.353 1.857 1.085
H 1.691 0.789 2.314
H -1.526 0.833 1.027
H -0.708 -1.711 2.236
H -2.178 -0.786 2.543
```

The total charge is 0. The highest occupied orbital energy comes out at -0.250 Eh. As for the LUMO energy: 0.60 eV. The calculation puts the energy relative to the best compared isomer or geometry (same formula, charge and spin) at 411.88 kJ/mol.

Here are the Mulliken charges for atoms 1 to 5, given in e:
1 H 0.193
2 N -0.765
3 C 0.272
4 N -0.029
5 N -0.793

***

Below is an isolated molecule of C5H9FOS in a non-equilibrium geometry, with properties calculated with ωB97M-V/def2-TZVPD.

Geometry as XYZ:
```
17
Properties=species:S:1:pos:R:3
C -0.440 2.175 -0.717
S 1.120 1.169 -0.290
C 0.470 -0.485 -0.113
C 0.224 -1.186 -1.404
C -0.674 -0.508 0.909
F -0.839 0.787 1.538
C 0.650 -1.112 1.227
O 1.509 -0.591 2.110
H -1.103 1.499 -1.519
H 0.062 3.015 -1.327
H -1.101 2.560 0.235
H -0.572 -0.435 -1.953
H 1.187 -1.288 -1.932
H -0.384 -2.144 -1.375
H -1.553 -1.128 0.824
H 0.817 -2.270 1.044
H 0.627 -0.059 2.743
```

The total charge is 0. The highest occupied orbital energy comes out at -0.316 Eh. As for the LUMO energy: 0.68 eV. The calculation puts the energy relative to the best compared isomer or geometry (same formula, charge and spin) at 332.83 kJ/mol.

Here are the Mulliken charges for atoms 1 to 5, given in e:
1 C -0.658
2 S -0.101
3 C 0.450
4 C -1.055
5 C -0.424

***

Below is a structure of composition C30H39N2O3S in a non-equilibrium geometry, with properties calculated with ωB97M-V/def2-TZVPD.

Geometry as XYZ:
```
75
Properties=species:S:1:pos:R:3
C -2.490 -2.963 3.788
C -1.248 -2.278 4.272
O -0.310 -2.303 3.145
C 0.717 -1.501 3.445
C 1.840 -1.404 2.419
S 3.395 -1.333 3.306
C 3.190 -2.236 4.906
C 4.431 -2.660 2.608
O 0.802 -0.912 4.512
H -3.187 -3.144 4.613
H -3.015 -2.329 3.064
H -2.245 -3.928 3.332
H -1.476 -1.247 4.580
H -0.815 -2.835 5.117
H 1.825 -2.291 1.774
H 2.552 -1.646 5.566
H 2.780 -3.246 4.753
H 4.192 -2.320 5.347
H 5.086 -2.225 1.848
H 5.045 -3.061 3.426
H 3.794 -3.447 2.185
C -3.432 3.334 -2.091
N -2.956 2.287 -1.229
C -3.832 1.371 -0.711
O -5.061 1.409 -0.799
C -2.997 0.296 -0.030
C -3.221 -1.074 -0.670
C -2.884 -1.065 -2.142
C -3.820 -0.541 -3.058
C -3.506 -0.494 -4.418
C -2.297 -0.984 -4.881
C -1.379 -1.553 -3.978
C -1.693 -1.595 -2.615
N -1.628 0.792 -0.174
C -0.589 0.143 0.383
C 0.743 0.387 0.146
C 1.839 -0.244 0.739
C 3.137 0.127 0.197
C 4.098 -0.877 -0.033
C 5.364 -0.555 -0.488
C 5.694 0.747 -0.849
C 4.719 1.748 -0.747
C 3.462 1.453 -0.233
C -1.542 1.983 -1.051
C -0.864 1.702 -2.417
C -0.321 3.051 -2.876
C -0.256 3.981 -1.643
C -0.811 3.215 -0.443
H -4.493 3.494 -1.877
H -2.868 4.248 -1.892
H -3.324 3.066 -3.154
H -3.302 0.273 1.032
H -2.604 -1.810 -0.139
H -4.280 -1.331 -0.529
H -4.779 -0.193 -2.684
H -4.251 -0.068 -5.106
H -2.057 -0.950 -5.951
H -0.435 -1.962 -4.327
H -0.994 -2.047 -1.894
H -0.809 -0.650 1.084
H 0.901 1.157 -0.580
H 1.669 -0.211 2.059
H 3.798 -1.899 0.189
H 6.103 -1.350 -0.536
H 6.705 0.961 -1.218
H 4.980 2.759 -1.052
H 2.757 2.277 -0.060
H -0.061 0.969 -2.285
H -1.595 1.253 -3.102
H 0.671 2.936 -3.329
H -0.987 3.469 -3.641
H 0.780 4.296 -1.458
H -0.840 4.892 -1.820
H -1.515 3.803 0.160
H -0.001 2.883 0.213
```

The total charge is +1. The highest occupied orbital energy comes out at -0.325 Eh. As for the LUMO energy: -3.97 eV. The calculation puts the energy relative to the best compared isomer or geometry (same formula, charge and spin) at 642.00 kJ/mol.

Here are the Mulliken charges for atoms 1 to 5, given in e:
1 C -1.092
2 C -0.217
3 O -0.262
4 C 0.110
5 C 0.214

***

Below is a cluster of 2 separate species, C6H12BFO5 in total in a non-equilibrium geometry, with properties calculated with ωB97M-V/def2-TZVPD.

Geometry as XYZ:
```
25
Properties=species:S:1:pos:R:3
O -0.200 1.680 0.562
C 0.740 2.150 -0.057
O 1.256 3.398 0.162
C 2.403 3.506 -0.657
C 2.133 2.501 -1.724
F 3.285 1.956 -2.175
O 1.400 1.500 -1.056
H 3.294 3.268 -0.067
H 2.506 4.519 -1.056
H 1.548 2.886 -2.566
B 1.055 -1.872 0.940
O 0.196 -3.068 0.646
C -0.880 -2.691 -0.321
C -2.268 -2.191 0.396
C -2.323 -0.587 0.753
O -2.492 -3.060 1.593
H 1.847 -1.824 1.811
H 0.844 -0.910 0.267
H -0.458 -1.959 -1.132
H -1.135 -3.705 -0.896
H -3.196 -2.403 -0.312
H -3.364 -0.119 0.494
H -1.442 -0.081 0.138
H -2.024 -0.438 1.897
H -2.726 -2.458 2.361
```

The total charge is 0. The highest occupied orbital energy comes out at -0.364 Eh. As for the LUMO energy: 0.52 eV.

Here are the Mulliken charges for atoms 1 to 5, given in e:
1 O -0.467
2 C 0.597
3 O -0.325
4 C -0.477
5 C 0.319

***

Below is an isolated molecule of C21H31N5S, with properties calculated with ωB97M-V/def2-TZVPD.

Geometry as XYZ:
```
58
Properties=species:S:1:pos:R:3
C 6.633 -3.224 4.849
C 5.158 -2.887 4.659
N 4.983 -1.762 3.759
C 5.184 -2.070 2.353
C 3.882 -2.290 1.577
N 3.069 -1.098 1.659
C 1.967 -0.891 0.895
C 1.553 -1.840 -0.084
C 0.455 -1.595 -0.857
C 0.011 -2.587 -1.889
C -0.258 -0.377 -0.661
C -1.390 -0.005 -1.401
C -2.030 1.192 -1.167
N -3.186 1.486 -1.908
C -3.563 2.696 -2.412
S -2.604 4.041 -2.279
N -4.758 2.743 -3.056
C -5.633 1.598 -3.208
C -6.380 1.262 -1.917
C -5.240 4.003 -3.587
C -4.854 4.181 -5.053
C -1.573 2.044 -0.147
C -0.471 1.705 0.586
C 0.222 0.500 0.349
N 1.304 0.232 1.098
C 3.356 -0.219 2.772
C 3.730 -1.054 3.989
H 7.171 -2.334 5.165
H 6.742 -3.992 5.611
H 7.082 -3.588 3.929
H 4.609 -3.783 4.318
H 4.743 -2.594 5.627
H 5.805 -2.962 2.262
H 5.728 -1.239 1.891
H 4.130 -2.504 0.532
H 3.347 -3.161 1.988
H 2.099 -2.761 -0.210
H -1.007 -2.918 -1.687
H 0.664 -3.456 -1.890
H 0.032 -2.137 -2.881
H -1.763 -0.664 -2.173
H -3.616 0.668 -2.317
H -6.354 1.844 -3.990
H -5.072 0.725 -3.563
H -7.039 0.413 -2.077
H -5.685 1.022 -1.116
H -6.979 2.113 -1.603
H -4.798 4.809 -2.998
H -6.326 4.034 -3.468
H -5.241 5.125 -5.425
H -3.772 4.188 -5.145
H -5.254 3.374 -5.663
H -2.098 2.963 0.050
H -0.106 2.351 1.368
H 4.174 0.466 2.523
H 2.458 0.371 2.961
H 2.901 -1.750 4.202
H 3.860 -0.406 4.862
```

The total charge is 0. The highest occupied orbital energy comes out at -0.265 Eh. As for the LUMO energy: 0.60 eV. The calculation puts the energy relative to the best compared isomer or geometry (same formula, charge and spin) at 59.61 kJ/mol.

Here are the Mulliken charges for atoms 1 to 5, given in e:
1 C -1.283
2 C -0.374
3 N 0.117
4 C -1.215
5 C -0.692